Formula: C17H25NO10
Source: the Open Molecules 2025 dataset
Level of theory: ωB97M-V with the def2-TZVPD basis set

Cartesian coordinates (Å):
C -4.13 -3.01 -0.58
C -2.75 -3.65 -0.74
O -1.76 -2.92 0.00
C -1.69 -3.15 1.31
O -2.34 -3.98 1.89
C -0.66 -2.26 1.98
C -0.22 -1.08 1.12
C 0.75 -0.15 1.84
C 1.71 0.62 0.92
C 3.14 0.12 1.03
O 3.55 -0.58 1.92
O 3.86 0.59 0.02
C 5.27 0.32 0.03
C 6.01 1.36 0.86
C 1.59 2.07 1.44
C 1.24 3.03 0.31
O 2.06 3.70 -0.26
O -0.06 3.03 0.04
C -0.49 3.88 -1.01
O 0.62 2.03 2.48
N -0.10 0.86 2.47
O -1.25 1.01 1.59
C -1.40 -0.14 0.79
C -1.41 0.28 -0.68
O -0.42 0.43 -1.36
O -2.65 0.46 -1.10
C -2.83 0.87 -2.46
C -2.81 -0.31 -3.41
H -4.84 -3.50 -1.24
H -4.08 -1.95 -0.84
H -4.47 -3.11 0.44
H -2.41 -3.61 -1.77
H -2.77 -4.68 -0.38
H -1.09 -1.90 2.92
H 0.20 -2.88 2.23
H 0.23 -1.46 0.19
H 1.32 -0.65 2.62
H 1.39 0.57 -0.13
H 5.57 0.37 -1.02
H 5.44 -0.69 0.43
H 7.08 1.20 0.78
H 5.77 2.36 0.50
H 5.72 1.28 1.90
H 2.53 2.42 1.89
H -0.07 4.88 -0.88
H -0.17 3.47 -1.97
H -1.58 3.90 -0.94
H -2.37 -0.59 1.03
H -2.04 1.58 -2.72
H -3.80 1.38 -2.48
H -2.97 0.03 -4.43
H -3.59 -1.02 -3.16
H -1.84 -0.81 -3.36

As for the SMILES: CCOC(=O)C[C@@H]1[C@H]2[C@H](C(=O)OCC)[C@@H](C(=O)OC)ON2O[C@H]1C(=O)OCC. For the total energy, the calculation gives -39997.94388 eV. For the HOMO-LUMO gap, the calculation gives 0.3571 Eh.

Okay, here come the Löwdin numbers, in e, for every atom: C -0.05; C -0.20; O -0.02; C -0.49; O 0.12; C -0.02; C -0.17; C -0.15; C -0.06; C -0.46; O 0.13; O 0.02; C -0.20; C -0.06; C -0.12; C -0.45; O 0.13; O -0.02; C -0.03; O 0.01; N -0.02; O 0.01; C -0.17; C -0.42; O 0.12; O 0.02; C -0.20; C -0.05; H 0.08; H 0.06; H 0.08; H 0.12; H 0.12; H 0.15; H 0.14; H 0.16; H 0.16; H 0.15; H 0.12; H 0.12; H 0.08; H 0.08; H 0.08; H 0.17; H 0.10; H 0.10; H 0.10; H 0.16; H 0.11; H 0.13; H 0.08; H 0.07; H 0.08


Formula: C17H25NO4
Source: the Open Molecules 2025 dataset
Level of theory: ωB97M-V with the def2-TZVPD basis set

Cartesian coordinates (Å):
C -8.00 -1.03 -0.12
C -6.83 -0.12 0.23
C -5.50 -0.85 0.12
C -4.30 -0.03 0.58
C -4.02 1.17 -0.33
O -2.84 1.86 0.03
C -1.63 1.34 -0.29
C -1.40 0.20 -1.05
C -0.11 -0.21 -1.32
C 0.99 0.48 -0.82
C 2.34 -0.03 -1.15
O 2.58 -0.67 -2.16
N 3.30 0.25 -0.23
C 4.68 -0.12 -0.42
C 5.59 1.08 -0.30
O 6.76 1.10 -0.60
O 4.97 2.15 0.21
C 5.12 -1.25 0.55
C 5.30 -0.72 1.97
C 6.39 -1.92 0.05
C 0.76 1.64 -0.07
C -0.52 2.06 0.18
H -8.03 -1.88 0.56
H -8.94 -0.49 -0.04
H -7.91 -1.40 -1.13
H -6.83 0.74 -0.45
H -6.95 0.26 1.25
H -5.34 -1.17 -0.92
H -5.54 -1.76 0.73
H -4.47 0.34 1.59
H -3.41 -0.66 0.60
H -4.81 1.92 -0.22
H -3.98 0.86 -1.38
H -2.22 -0.38 -1.45
H 0.07 -1.09 -1.92
H 3.07 0.78 0.59
H 4.75 -0.51 -1.45
H 5.59 2.90 0.27
H 4.30 -1.98 0.55
H 4.41 -0.20 2.31
H 5.50 -1.54 2.65
H 6.14 -0.03 2.01
H 7.19 -1.20 -0.05
H 6.22 -2.38 -0.92
H 6.70 -2.70 0.75
H 1.59 2.23 0.28
H -0.71 2.95 0.75

As for the SMILES: CCCCCOc1ccc(C(=O)N[C@@H](C(=O)O)C(C)C)cc1. For the total energy, the calculation gives -27716.05701 eV. For the HOMO-LUMO gap, the calculation gives 0.3392 Eh.

Okay, here come the Löwdin numbers, in e, for every atom: C -0.12; C -0.28; C -0.22; C -0.18; C -0.20; O -0.04; C -0.26; C -0.01; C 0.00; C -0.14; C -0.44; O 0.07; N 0.11; C -0.20; C -0.48; O 0.12; O 0.11; C -0.35; C -0.06; C -0.06; C -0.02; C 0.01; H 0.07; H 0.07; H 0.07; H 0.10; H 0.11; H 0.12; H 0.11; H 0.12; H 0.11; H 0.13; H 0.13; H 0.11; H 0.12; H 0.12; H 0.16; H 0.14; H 0.14; H 0.08; H 0.08; H 0.09; H 0.07; H 0.08; H 0.08; H 0.11; H 0.12